100
Properties=species:S:1:pos:R:3:forces:R:3 method="wB97M-V/def2-TZVPD" total_charge=+3 homo_energy_ev="-16.93 / -16.93" spin_multiplicity=2 orbital_gap_ha="0.259 / 0.258"
Ir -1.334899 -0.532671 -0.328001 -5.7 -0.8 3.7
C -4.154499 0.845329 -0.709801 0.0 0.9 -0.1
N -3.719299 -0.547771 -0.848501 2.5 -0.3 0.1
C -3.855099 -1.052371 -2.219701 0.0 0.0 -0.8
C -2.877299 -2.153571 -2.536401 -0.3 -0.2 -0.3
C -3.068099 -3.001471 -3.624201 0.0 0.2 0.4
C -2.135099 -3.989471 -3.884601 0.1 0.0 0.0
C -1.011899 -4.093671 -3.074101 -0.1 0.1 0.1
C -0.872999 -3.189571 -2.037101 0.4 -0.7 -0.4
N -1.788599 -2.263471 -1.779801 1.4 1.2 0.5
C -4.384799 -1.413671 0.138699 -0.1 -0.3 0.6
C -3.551899 -2.546971 0.686399 -0.5 0.0 -0.2
C -4.152699 -3.751971 1.041199 0.3 0.3 0.0
C -3.386899 -4.755371 1.614399 0.2 0.1 0.0
C -2.039099 -4.518071 1.844899 -0.2 0.3 -0.1
C -1.521699 -3.286171 1.483199 0.6 -0.3 0.3
N -2.253099 -2.330471 0.915099 1.0 1.8 -1.2
C -3.549299 1.492229 0.509199 -0.6 0.5 -0.2
C -4.033499 2.706029 0.990599 0.1 -0.5 -0.1
C -3.408399 3.297929 2.075999 0.1 -0.1 0.0
C -2.353799 2.634029 2.684699 -0.2 -0.2 0.0
C -1.958699 1.412129 2.172499 0.2 0.5 0.7
N -2.517899 0.880129 1.091699 1.8 -0.8 -1.1
H -5.249099 0.920729 -0.663301 0.1 -0.1 0.0
H -3.829399 1.421229 -1.584701 -0.1 -0.3 0.1
H -3.660099 -0.237071 -2.928701 0.0 0.0 0.3
H -4.880099 -1.398271 -2.412701 0.1 0.1 0.1
H -3.928699 -2.869571 -4.260101 -0.2 -0.1 0.0
H -2.274299 -4.668671 -4.711901 0.0 0.0 -0.1
H -0.263399 -4.851471 -3.244901 0.1 0.0 0.0
H -0.000399 -3.207471 -1.398301 0.0 0.0 0.0
H -5.311499 -1.816371 -0.285001 0.1 0.1 0.0
H -4.668799 -0.808571 1.005999 0.0 0.1 -0.2
H -5.209999 -3.893271 0.878999 -0.1 0.0 -0.1
H -3.826599 -5.702671 1.887799 -0.1 -0.1 0.0
H -1.404099 -5.264971 2.297499 0.1 0.0 0.0
H -0.486999 -3.046771 1.679299 0.0 0.0 0.0
H -4.879599 3.176129 0.513299 -0.1 0.0 -0.1
H -3.741499 4.256729 2.445499 0.0 0.1 0.0
H -1.834699 3.030229 3.542199 0.0 0.0 0.1
H -1.170399 0.859829 2.659599 0.2 -0.1 -0.1
C 1.393801 0.227429 -6.392601 0.1 0.0 0.4
C 1.376601 -0.525571 -5.076501 -0.5 -0.6 -0.8
O 2.028701 0.261629 -4.065701 0.0 0.5 0.9
P 1.694101 0.360929 -2.530101 2.5 -0.7 -0.3
O 2.592701 1.544129 -2.024301 -0.6 -0.8 0.4
C 2.794901 2.838929 -2.617101 0.4 1.0 -0.2
C 4.243901 3.205129 -2.345601 -0.4 -0.1 -0.1
O 2.331801 -0.889571 -1.776401 -1.2 0.5 -0.3
C 3.763201 -1.168471 -1.859501 0.7 -0.4 -0.1
C 3.994701 -2.460071 -2.612001 -0.1 0.2 0.1
H 1.021201 -0.427271 -7.175801 -0.1 0.0 -0.1
H 2.406201 0.527629 -6.652101 0.1 0.0 0.0
H 0.774401 1.119329 -6.339201 -0.1 0.0 0.0
H 1.924901 -1.469371 -5.166201 0.0 0.2 0.1
H 0.352101 -0.739071 -4.754201 0.2 0.0 -0.1
H 2.107201 3.535329 -2.129801 0.0 -0.1 -0.1
H 2.572101 2.806929 -3.684301 0.0 -0.1 0.1
H 4.454701 3.152529 -1.281201 0.0 0.1 0.1
H 4.429701 4.216529 -2.692701 0.1 0.1 -0.1
H 4.908901 2.521929 -2.864801 0.1 0.0 -0.1
H 4.101301 -1.239371 -0.822701 0.0 0.1 -0.1
H 4.273601 -0.335671 -2.345401 -0.1 0.0 0.1
H 3.546301 -3.300771 -2.088701 0.0 -0.1 0.0
H 5.065801 -2.632771 -2.698701 0.0 0.0 0.0
H 3.580601 -2.399471 -3.616101 0.0 0.0 -0.1
O 0.017101 2.061729 -3.367401 1.1 1.3 -0.9
Cl -1.035499 1.417229 -2.712101 -0.8 -0.7 -1.1
O -2.298899 1.700829 -3.229101 -1.2 0.7 -0.7
O -0.991799 1.717429 -1.311401 0.0 -0.4 2.4
O -0.821499 -0.020971 -2.797801 0.2 -1.0 -0.5
C 0.755701 2.881729 7.342599 -0.3 0.0 0.6
C 1.833201 3.397629 6.433099 -0.1 -0.5 -1.0
S 1.556301 2.767329 4.723699 0.6 -0.3 0.5
O 2.026001 3.730529 3.767699 0.5 0.5 -0.2
O 0.195701 2.323629 4.526299 -0.6 -0.3 0.2
C 2.615601 1.251829 4.512099 -0.5 0.7 0.2
C 3.114101 1.199829 3.072599 0.7 0.7 0.5
N 2.257401 0.420329 2.204499 -0.5 -0.7 -0.5
C 1.277501 0.853129 1.381199 0.0 0.6 0.1
N 0.708201 -0.174971 0.744099 -1.4 -0.8 -0.9
C 1.372401 -1.289671 1.131299 0.8 -0.5 0.7
C 2.323101 -0.948571 2.056599 -1.1 0.2 -1.1
N 3.198201 -1.844171 2.743999 -0.1 0.0 0.0
O 3.851501 -1.401771 3.657799 0.3 0.0 0.3
O 3.176101 -2.984271 2.352599 0.0 -0.5 -0.1
C 0.966101 2.275229 1.166399 -0.1 0.3 0.0
H 0.953201 3.206029 8.367899 0.0 0.0 -0.1
H 0.707001 1.794329 7.344299 0.0 0.0 0.0
H -0.216699 3.276829 7.055899 0.0 -0.1 0.0
H 2.831601 3.056529 6.696099 0.1 0.1 0.1
H 1.833001 4.482529 6.337599 0.0 0.0 -0.1
H 1.985201 0.407029 4.778899 0.1 -0.1 0.1
H 3.449201 1.320529 5.206099 0.1 0.0 0.0
H 4.111101 0.748029 3.054499 -0.3 0.2 -0.1
H 3.171601 2.225029 2.695999 0.0 -0.2 -0.1
H 1.184401 -2.257671 0.719899 0.0 -0.2 0.0
H 1.861201 2.794429 0.823599 0.0 0.1 0.0
H 0.658301 2.761629 2.091399 0.0 0.0 -0.1
H 0.190201 2.379029 0.413799 0.1 0.0 0.1

93
Properties=species:S:1:pos:R:3:forces:R:3 method="wB97M-V/def2-TZVPD" total_charge=0 homo_energy_ev=-6.96 orbital_gap_ha=0.252
Cs -0.198644 0.234643 1.206483 0.3 1.3 1.3
C 1.769320 0.920622 5.117339 0.0 -0.1 0.1
C 2.554836 -0.349847 4.823208 0.1 0.0 0.1
S 2.000497 -1.261023 3.359025 0.1 0.0 0.2
C 0.919822 -2.529801 4.057179 -0.1 -0.2 0.1
C -0.216177 -2.056411 4.960457 0.1 0.0 0.2
S -1.496825 -1.141680 4.066823 -0.1 0.0 0.1
C -2.039540 0.089300 5.285707 0.1 0.1 0.1
C -2.606142 1.333500 4.602087 -0.2 -0.1 0.2
S -1.445373 2.328646 3.638312 -0.1 0.1 0.2
C -0.470149 3.092344 4.954933 0.2 0.0 0.1
C 0.931808 3.474397 4.484186 -0.1 0.2 0.1
S 1.942875 2.142982 3.794849 0.0 -0.1 0.0
H 2.127970 1.346623 6.059499 0.0 0.1 0.0
H 0.718385 0.659110 5.227170 0.0 0.1 -0.1
H 2.499353 -1.010964 5.691810 0.0 0.0 -0.1
H 3.614842 -0.120058 4.699311 0.0 0.0 -0.1
H 1.525372 -3.248114 4.615626 0.0 0.1 0.0
H 0.530013 -3.057129 3.183298 0.0 0.0 0.0
H 0.180542 -1.424995 5.759219 0.0 0.0 0.0
H -0.641263 -2.938744 5.444250 -0.1 0.0 -0.1
H -1.203143 0.369631 5.930310 0.0 -0.1 0.0
H -2.813316 -0.319602 5.939644 0.0 -0.1 -0.1
H -3.088782 1.955472 5.360550 0.1 0.0 0.0
H -3.399152 1.050242 3.906570 0.1 0.0 -0.1
H -0.391623 2.413375 5.804960 -0.1 -0.1 0.0
H -0.952559 4.000210 5.325066 -0.1 0.0 -0.1
H 1.451687 3.936265 5.327921 0.1 -0.1 0.0
H 0.875162 4.233126 3.702203 0.0 -0.1 -0.1
C -0.325376 -6.917787 -4.213239 0.1 -0.2 -0.1
C -0.579613 -5.733245 -3.333343 0.0 0.1 0.1
C 0.444663 -5.166834 -2.576705 -0.1 0.0 0.0
C 0.213257 -4.054948 -1.786255 0.1 0.1 0.1
C -1.051008 -3.489205 -1.743963 0.1 0.2 0.2
C -2.079904 -4.039519 -2.482292 -0.3 0.1 0.0
C -1.842538 -5.156351 -3.268610 0.0 0.0 0.0
S -1.287852 -2.017712 -0.745845 -0.2 -1.5 -0.9
O -2.650608 -1.579594 -1.003382 0.1 0.2 0.1
O -1.007941 -2.443190 0.622497 -0.2 0.3 -0.2
N -0.200989 -0.978712 -1.141033 0.0 -0.4 -0.3
C 0.140655 -0.508735 -2.364644 0.1 0.1 -0.2
C -0.144181 -1.079789 -3.588039 0.0 0.0 -0.4
C 0.302065 -0.512819 -4.796481 0.0 0.0 0.1
C 1.041173 0.634152 -4.827958 0.0 0.0 0.0
C 1.352932 1.273911 -3.602603 0.0 0.0 -0.3
C 2.092959 2.476006 -3.560965 0.0 0.0 0.1
C 2.329732 3.091169 -2.363383 -0.1 -0.1 0.0
C 1.804456 2.486995 -1.201723 0.2 0.1 -0.2
N 1.154485 1.354276 -1.208634 0.0 -0.1 0.2
C 0.913814 0.723170 -2.378315 0.0 -0.1 -0.3
H 0.597353 -7.425559 -3.935122 0.0 0.0 0.0
H -0.231490 -6.620519 -5.259886 0.0 0.0 0.0
H -1.139979 -7.640652 -4.153581 0.0 0.0 0.0
H 1.437673 -5.597770 -2.610220 0.0 0.0 0.0
H 1.019887 -3.605508 -1.221076 0.0 0.0 0.0
H -3.062676 -3.588718 -2.445486 0.0 0.0 0.0
H -2.656701 -5.585471 -3.841142 0.0 0.0 0.0
H -0.724773 -1.985524 -3.661456 0.0 0.0 0.2
H 0.038418 -1.022789 -5.714807 0.0 0.0 -0.1
H 1.383367 1.071215 -5.757280 0.0 0.0 0.0
H 2.450820 2.901737 -4.490809 0.0 0.0 0.0
H 2.879771 4.019528 -2.295742 0.0 0.0 0.0
H 1.940504 2.974716 -0.240566 0.0 0.0 0.1
O -1.562749 2.847839 0.088194 0.0 0.0 0.0
C -2.625502 2.935827 -0.491226 0.0 -0.1 0.0
C -3.597225 1.789754 -0.615218 0.0 0.1 0.2
C -3.709385 1.416898 -2.106301 -0.2 -0.1 -0.1
C -2.449342 1.706331 -2.933462 0.1 -0.1 0.0
C -2.292560 3.141616 -3.455118 0.0 0.0 -0.1
C -1.999148 4.191475 -2.386895 0.2 0.2 0.0
N -2.942579 4.055941 -1.264013 -0.1 -0.1 0.0
H -4.573334 2.066032 -0.206601 0.0 0.0 0.0
H -3.214525 0.952545 -0.035659 0.0 -0.1 0.0
H -4.565441 1.932140 -2.557045 0.0 0.0 0.0
H -3.922646 0.348574 -2.152442 0.0 0.0 0.0
H -2.433611 1.033967 -3.793801 -0.1 0.0 0.0
H -1.572560 1.423710 -2.346612 0.0 0.0 0.0
H -3.212207 3.420803 -3.986248 0.0 0.0 0.0
H -1.496208 3.166088 -4.204549 0.0 0.0 0.0
H -2.062044 5.202942 -2.795384 0.0 -0.1 0.0
H -0.998472 4.074370 -1.967953 0.0 0.0 -0.1
H -3.881984 3.961769 -1.635654 0.0 0.0 0.0
C 4.433571 0.977718 0.984856 0.1 0.0 0.0
N 4.015575 -0.376264 0.719019 0.0 0.1 -0.1
C 3.939834 -0.961438 -0.487568 0.0 -0.1 0.2
N 4.334005 -0.250149 -1.571565 0.0 0.3 0.0
S 3.437732 -2.543301 -0.603896 0.0 -0.4 -0.2
H 4.548606 1.107207 2.059324 0.0 0.0 0.0
H 3.700176 1.707651 0.638701 0.0 0.1 0.0
H 5.397869 1.186097 0.513825 0.0 0.0 0.0
H 3.671112 -0.953171 1.470389 0.0 0.0 0.0
H 4.272961 0.758305 -1.564698 0.0 -0.1 0.0
H 4.127942 -0.699323 -2.448328 0.0 0.0 0.0

86
Properties=species:S:1:pos:R:3:forces:R:3 method="wB97M-V/def2-TZVPD" total_charge=0 homo_energy_ev=-8.09 smiles="CC[C@H](C)N1C(=O)c2c(CN)c(CCCCn3cccc3)c(CCCF)c(CCCCCCOC(C)=O)c2C1=O" orbital_gap_ha=0.269
C 4.462262 1.863160 -3.871486 -0.3 -0.4 0.6
C 4.375152 0.244133 -3.655123 -1.2 0.8 -0.3
C 3.296151 -0.079976 -2.485147 0.9 1.5 0.2
C 3.845679 0.427424 -1.045372 -0.1 0.8 -0.6
N 2.919064 -1.535400 -2.480656 0.7 -1.5 -0.1
C 1.748541 -1.884270 -3.348090 -0.7 0.1 -0.8
O 1.782980 -2.458462 -4.454483 -0.2 2.4 4.1
C 0.546276 -1.381143 -2.429476 -1.8 0.5 2.2
C -0.861163 -0.829575 -2.751576 1.2 0.0 3.5
C -1.340602 -0.710439 -4.273035 1.3 -1.0 0.4
N -1.701142 -2.085138 -4.796528 0.1 0.4 0.9
C -1.728916 -0.397097 -1.502708 2.1 -1.2 0.3
C -3.203555 0.236574 -1.757670 2.1 0.7 1.1
C -3.036202 1.830232 -1.441579 0.6 -0.2 -0.2
C -2.684974 2.702404 -2.754766 -1.1 -0.2 -0.4
C -3.572270 4.054266 -2.759811 0.3 -1.2 0.9
N -2.788180 5.299905 -2.982393 -0.7 2.6 0.1
C -3.496282 6.526673 -2.612530 3.2 2.3 -0.9
C -2.589338 7.776104 -2.831084 0.3 -6.7 -0.8
C -1.308999 7.070286 -3.388238 -1.7 -1.2 0.5
C -1.451262 5.532363 -3.497466 -2.2 4.8 1.4
C -1.187277 -0.527985 -0.022657 2.2 -0.7 -1.7
C -2.031460 -0.058517 1.257036 -0.4 0.4 -0.4
C -3.234331 -1.054570 1.665401 -0.1 0.0 0.4
C -3.394169 -2.341819 0.731177 -1.0 -0.2 0.8
F -4.230545 -3.285669 1.486299 1.1 1.2 -1.0
C 0.253945 -1.110965 0.270556 -0.9 0.3 -3.5
C 0.879169 -1.296338 1.727539 0.7 -0.6 -1.4
C 0.402192 -2.710568 2.336623 -1.2 0.2 -0.4
C -0.550581 -2.514102 3.620675 0.7 -1.3 0.3
C 0.303220 -2.694847 4.971384 -0.8 0.7 0.9
C 0.782426 -1.236442 5.489595 0.4 -0.8 -0.5
C 2.076040 -1.282644 6.434188 -0.3 2.2 -0.7
O 1.968009 -2.177745 7.571106 1.6 -1.5 -1.9
C 2.527688 -3.459014 7.308981 -2.5 -3.9 1.2
C 4.004828 -3.748841 6.777735 -0.6 1.3 -1.1
O 1.799429 -4.460845 7.561841 2.8 3.9 -0.8
C 1.082376 -1.518560 -0.968968 -2.8 0.6 -0.6
C 2.560084 -2.096745 -1.139234 -0.5 -0.1 1.5
O 3.227526 -2.847892 -0.400562 -2.3 3.0 -2.9
H 3.698573 2.387976 -3.176027 1.3 -0.8 -1.1
H 5.514924 2.222833 -3.614107 -1.5 -0.3 -0.4
H 4.176557 2.172793 -4.932666 0.6 -0.5 1.4
H 3.920775 -0.166066 -4.632762 1.0 0.2 1.6
H 5.405869 -0.194341 -3.439024 -1.6 0.4 -0.3
H 2.393913 0.612409 -2.717606 1.0 -1.3 0.3
H 4.147586 1.537082 -1.176017 -0.5 -1.8 0.1
H 4.792024 -0.118517 -0.718055 -1.5 0.5 -0.4
H 3.016438 0.440396 -0.243609 1.4 -0.3 -1.2
H -0.404193 -0.409865 -4.882346 -1.6 -0.2 1.0
H -2.193982 0.021564 -4.452129 1.3 -1.0 0.4
H -2.531346 -2.438923 -4.299277 0.5 0.3 -0.3
H -0.935189 -2.744208 -4.547892 -0.6 0.7 -0.4
H -3.502308 0.028231 -2.837169 0.1 0.3 1.7
H -3.952423 -0.156372 -0.992654 1.0 0.2 -1.3
H -2.151324 1.988714 -0.714887 -1.5 -0.4 -1.1
H -3.969471 2.179110 -0.882483 1.1 -0.2 -1.1
H -1.558427 2.887890 -2.860667 -1.7 -0.2 0.4
H -3.015710 2.109125 -3.692134 0.7 0.9 1.5
H -4.056886 4.156659 -1.714529 0.8 -0.1 -1.7
H -4.436901 3.893176 -3.488762 1.3 0.6 0.7
H -4.574035 6.538795 -2.214006 2.0 -0.5 -0.7
H -2.811825 8.876457 -2.638056 0.4 -2.0 -0.4
H -0.393057 7.696980 -3.657557 -1.4 -1.4 0.3
H -0.734280 4.737454 -3.869797 -1.3 1.3 0.7
H -1.379355 0.086022 2.199645 -0.7 -0.3 -1.9
H -2.513402 0.977073 1.074907 0.9 -1.7 0.1
H -3.043237 -1.392624 2.755765 -0.4 0.2 -1.9
H -4.211249 -0.438433 1.718031 1.4 -1.2 -0.3
H -2.423529 -2.900158 0.518091 -1.3 1.0 0.3
H -3.998625 -2.131970 -0.231224 1.2 -0.3 1.5
H 0.652613 -0.388443 2.378091 0.2 -1.4 -0.8
H 2.024719 -1.366313 1.575846 -1.8 0.4 0.2
H -0.246854 -3.231042 1.531092 1.2 0.8 1.2
H 1.283385 -3.433214 2.520398 -1.4 1.4 0.0
H -1.359414 -3.341165 3.567604 1.2 1.5 0.2
H -1.067314 -1.486828 3.641478 0.8 -1.6 -0.1
H 1.195434 -3.423589 4.862578 -1.5 1.2 0.0
H -0.388899 -3.114687 5.795656 1.2 0.5 -1.3
H 1.073928 -0.642035 4.541877 -0.3 -0.7 1.6
H -0.092337 -0.696441 5.994788 1.3 -0.8 -0.7
H 2.984731 -1.458043 5.764507 -1.1 -0.2 1.1
H 2.201442 -0.216578 6.869067 -0.1 -1.8 -0.6
H 4.494934 -4.656198 7.268647 -1.0 1.5 -0.4
H 3.899471 -3.994594 5.650298 0.1 0.4 1.8
H 4.616468 -2.788007 6.837578 -0.5 -1.5 0.1